ORCA calculation (ωB97M-V/def2-TZVPD) on C19H32NPRu as an isolated structure.

```
54
Properties=species:S:1:pos:R:3:forces:R:3
C -0.073 -4.379 1.709 -0.44 -0.01 -0.17
C 1.071 -3.603 1.518 0.54 0.38 -0.35
C 1.038 -2.283 0.992 -0.82 -1.03 0.65
C -0.268 -1.772 0.786 0.19 -0.20 -0.21
C -1.411 -2.597 0.808 0.64 -0.82 0.43
C -1.314 -3.901 1.297 0.04 -0.07 -0.11
C 2.308 -1.451 0.945 -0.13 0.35 0.52
C 3.170 -1.136 -0.347 1.28 0.32 -0.41
N 2.640 -1.262 -1.678 -1.38 0.15 0.27
Ru -1.112 0.062 1.354 2.51 0.15 -0.47
C -2.733 -2.068 0.318 -0.21 0.91 0.12
P -2.321 -0.411 -0.406 -1.66 -1.15 -0.54
H 2.026 -4.038 1.822 -0.14 0.16 -0.14
H -2.222 -4.512 1.345 0.42 0.07 0.11
H -0.020 -5.373 2.161 0.20 0.37 -0.20
H -3.492 -1.943 1.110 0.24 -0.22 -0.26
H -3.152 -2.679 -0.491 -0.03 -0.03 0.24
H 2.095 -0.461 1.379 -0.07 -0.31 -0.15
H 3.042 -1.927 1.609 -0.23 0.19 -0.12
H 3.555 -0.100 -0.303 -0.23 -0.56 0.32
C -3.887 0.466 -0.592 0.04 0.26 -0.24
C -1.788 -0.957 -2.042 0.36 0.49 -0.41
H 4.062 -1.792 -0.333 -0.40 0.07 0.05
C 2.212 -2.548 -2.153 -0.22 -0.56 -0.29
C 2.226 -0.080 -2.408 -0.24 0.62 -0.28
H -1.662 0.309 2.988 -0.02 -0.29 1.23
H 3.013 -3.061 -2.708 0.03 0.24 0.08
H 1.947 -3.196 -1.310 0.06 0.19 -0.06
H 1.356 -2.433 -2.833 0.33 -0.05 0.22
H 3.022 0.297 -3.079 -0.07 -0.36 0.26
H 1.347 -0.297 -3.038 0.46 -0.03 0.30
H 1.990 0.748 -1.718 0.13 -0.47 -0.11
H -2.658 -1.296 -2.615 0.09 0.14 0.12
H -1.308 -0.126 -2.563 -0.08 -0.03 -0.18
H -1.073 -1.778 -1.966 -0.10 0.08 0.18
H -4.703 -0.257 -0.728 0.18 0.29 -0.10
H -4.064 1.079 0.302 -0.02 -0.22 -0.35
H -3.789 1.119 -1.471 -0.30 -0.07 0.24
H -2.146 0.789 2.543 -0.70 0.38 0.06
C 0.853 4.899 -0.499 0.07 0.05 -0.35
C 0.178 4.275 0.726 0.04 0.21 -0.72
C 1.184 4.258 1.880 0.18 -0.37 0.30
C -1.118 5.048 1.002 -0.45 0.01 0.05
C -0.215 2.884 0.472 -0.11 -0.74 1.22
C -0.606 1.729 0.799 -0.10 1.24 -1.06
H 1.085 5.951 -0.281 -0.05 -0.33 -0.12
H 0.182 4.854 -1.368 0.24 0.11 0.15
H 1.783 4.370 -0.735 -0.11 0.17 -0.03
H 1.451 5.278 2.173 -0.14 -0.14 -0.07
H 0.802 3.707 2.745 0.00 0.25 -0.04
H 2.092 3.746 1.541 -0.07 0.15 0.14
H -1.728 5.036 0.087 0.10 0.13 0.31
H -1.708 4.581 1.800 0.19 0.22 -0.06
H -0.896 6.092 1.261 -0.02 -0.32 -0.03
```
Positions in Å, forces in eV/Å.

The value obtained for the energy is -1233.3342 Eh. The calculation puts the energy above the lowest of the compared OMol25 structures with the same formula, charge and spin at 24.98 kcal per mole. The expectation value of S² is 6.07. The spin multiplicity is 5. As for the total charge: +2. The frontier orbital gap (alpha / beta) is 6.67 / 5.99 eV. The LUMO energy (alpha / beta) is -6.55 / -9.01 eV.

ORCA calculation (ωB97M-V/def2-TZVPD) on C19H33AlCl2N2O4S as an isolated structure.

```
62
Properties=species:S:1:pos:R:3:forces:R:3
O 2.908 -2.467 -2.619 -0.46 -0.45 -0.89
C 3.276 -2.083 -1.551 -0.54 1.02 2.10
C 3.429 -2.854 -0.304 0.32 -0.45 1.72
C 2.486 -3.442 0.586 0.31 -1.12 -0.68
H 1.498 -2.991 0.804 0.38 -0.58 -0.79
C 2.904 -4.647 1.220 0.17 0.80 0.08
H 2.198 -5.334 1.711 0.22 0.74 -0.07
C 4.251 -5.009 1.195 0.63 0.28 -0.58
H 4.571 -5.976 1.566 -0.11 0.11 0.14
C 5.227 -4.133 0.664 -0.43 -0.53 0.54
H 6.297 -4.385 0.661 -0.56 0.16 0.36
C 4.801 -2.986 0.017 -0.29 -0.64 -1.01
H 5.529 -2.287 -0.406 -0.26 -0.36 -0.13
H 3.557 -1.069 -1.316 0.53 1.19 -0.74
C 3.493 1.315 0.151 1.12 0.21 0.05
C 2.332 0.767 0.875 -0.94 -0.50 -3.86
H 4.420 0.979 0.619 0.21 0.19 0.23
H 3.470 2.388 0.173 0.14 0.86 -0.14
H 3.638 1.036 -0.892 -0.45 -0.09 -0.42
C 2.580 -0.109 1.875 1.21 -2.35 3.12
C 2.596 0.575 3.173 0.14 1.21 0.78
H 2.737 -1.182 1.848 -0.10 0.02 -0.25
H 3.581 0.574 3.656 -0.02 -0.04 0.12
H 1.845 0.256 3.905 0.00 -0.15 -0.08
H 2.362 1.617 2.866 0.11 -0.22 1.00
Al 0.473 0.766 0.318 -0.08 -0.13 0.30
Cl -0.233 -0.732 1.867 0.39 -0.54 -0.34
Cl -0.119 2.719 1.108 -0.47 0.27 -0.05
H -0.653 -4.294 -2.749 -0.09 0.28 0.04
H -2.528 -3.570 -1.297 -0.12 -0.11 -0.22
C -0.066 -3.715 -2.027 0.06 -0.20 -0.54
C -1.961 -2.815 -0.764 -0.28 -0.49 1.04
N -0.768 -2.549 -1.523 -0.14 0.64 -0.44
H 0.876 -3.409 -2.475 -0.01 -0.10 -0.03
C -0.348 -1.312 -1.734 -0.22 1.31 1.34
O -0.619 -0.327 -0.963 0.19 -1.51 -1.66
H -2.599 -1.957 -0.581 0.23 0.38 -0.12
H 0.210 -1.148 -2.671 0.38 -0.28 0.47
H 0.150 -4.391 -1.194 0.05 0.25 0.04
H -1.690 -3.241 0.197 -0.01 -0.02 0.29
H -0.058 4.187 -3.441 0.10 -0.01 0.06
H 0.460 2.787 -5.426 0.15 -0.24 0.39
C 0.796 3.767 -2.904 -0.08 0.17 0.07
C 1.301 2.339 -4.871 0.07 -0.27 -0.06
N 1.082 2.442 -3.425 0.34 -0.33 -0.11
H 0.560 3.664 -1.847 0.02 0.21 -0.04
C 1.241 1.432 -2.564 -0.21 0.56 1.39
O 1.099 1.583 -1.316 -0.04 0.18 -2.89
H 1.385 1.282 -5.145 -0.01 0.23 0.00
H 1.539 0.452 -2.970 -0.14 0.33 -0.17
H 1.671 4.415 -3.042 -0.21 -0.10 0.07
H 2.210 2.866 -5.211 -0.24 -0.19 0.43
C -3.412 2.534 0.705 -0.39 0.38 0.09
S -2.870 0.860 0.921 1.13 -0.37 -0.31
C -2.765 0.777 2.704 -0.29 -0.01 0.63
O -3.962 -0.045 0.466 -0.41 -0.22 -0.02
H -2.850 3.172 1.389 -0.18 0.00 -0.16
H -4.490 2.565 0.879 0.06 0.15 0.01
H -3.167 2.813 -0.324 -0.17 -0.01 0.15
H -3.756 0.471 3.069 0.23 0.25 -0.01
H -1.992 0.031 2.965 -0.79 0.49 -0.17
H -2.449 1.752 3.099 -0.17 -0.28 -0.06
```
Positions in Å, forces in eV/Å.

The value obtained for the energy is -2715.1813 Eh. The spin multiplicity is 1. The frontier orbital gap (alpha / beta) is 6.29 / 5.37 eV. The LUMO energy (alpha / beta) is 0.07 / 0.04 eV.

ORCA calculation (ωB97M-V/def2-TZVPD) on C19H33AsBF4IRhSi3 as an isolated structure.

```
63
Properties=species:S:1:pos:R:3:forces:R:3
Rh -1.004 0.136 -1.574 -0.83 -0.31 -0.40
I -1.410 -2.329 -2.212 0.12 0.05 0.04
C 0.505 -2.488 -3.028 0.08 0.04 0.01
C 0.970 -3.643 -3.576 -0.05 -0.04 0.00
C 2.260 -3.634 -4.151 0.03 -0.01 0.00
C 3.007 -2.491 -4.159 -0.01 0.02 0.01
C 2.522 -1.289 -3.585 -0.02 -0.04 0.00
C 3.273 -0.090 -3.597 0.02 0.02 0.00
C 2.764 1.056 -3.056 0.01 -0.04 -0.05
C 1.492 1.051 -2.446 -0.08 0.11 -0.07
C 0.743 -0.096 -2.387 0.24 0.28 0.08
C 1.237 -1.286 -2.989 -0.09 -0.12 0.18
H 0.375 -4.546 -3.589 0.00 0.00 0.00
H 2.645 -4.543 -4.591 0.00 0.00 -0.01
H 3.989 -2.488 -4.613 0.00 0.01 0.00
H 4.253 -0.093 -4.059 0.00 0.00 0.00
H 3.330 1.977 -3.092 -0.01 0.01 0.00
H 1.096 1.977 -2.044 0.05 -0.01 0.01
F -1.312 2.120 -1.544 0.30 0.13 0.42
B -1.672 3.640 -2.054 -0.06 0.06 -0.08
F -1.482 3.566 -3.387 0.04 -0.02 -0.05
F -0.762 4.384 -1.361 -0.02 -0.02 -0.06
F -2.957 3.768 -1.632 -0.01 -0.02 -0.01
C 0.749 -3.042 0.771 0.01 -0.01 0.05
Si -0.609 -2.137 1.673 0.00 0.06 -0.06
C -0.219 -2.017 3.488 -0.04 -0.02 0.01
C -2.316 -2.855 1.438 0.00 -0.02 0.03
As -0.638 0.099 0.791 0.26 -0.12 -0.13
Si -2.608 1.317 1.500 0.13 -0.06 0.05
C -2.244 3.129 1.499 -0.03 0.01 0.04
C -2.898 0.703 3.238 -0.10 -0.02 0.00
C -3.912 0.759 0.294 0.02 0.07 -0.03
Si 1.391 1.264 1.412 -0.06 -0.02 -0.08
C 1.248 2.985 0.737 0.03 0.04 -0.01
C 2.826 0.282 0.749 0.01 -0.04 0.11
C 1.400 1.250 3.277 -0.03 0.04 0.01
H 0.634 -4.120 0.914 0.01 0.00 0.01
H 1.725 -2.758 1.168 -0.01 -0.01 0.03
H 0.763 -2.845 -0.299 0.03 -0.01 -0.04
H -0.227 -3.028 3.905 0.00 0.00 -0.01
H -0.958 -1.431 4.036 0.00 0.01 0.01
H 0.768 -1.596 3.672 0.01 -0.01 0.01
H -2.293 -3.915 1.706 -0.01 0.00 0.01
H -2.690 -2.785 0.419 -0.01 -0.01 -0.01
H -3.038 -2.366 2.094 0.02 0.00 0.02
H -1.579 3.390 2.325 0.00 0.00 0.01
H -3.189 3.658 1.656 0.01 0.01 0.01
H -1.820 3.496 0.569 0.01 -0.01 0.01
H -1.983 0.714 3.833 0.00 0.03 0.00
H -3.317 -0.304 3.264 0.03 -0.01 0.01
H -3.610 1.370 3.732 -0.02 -0.01 -0.01
H -3.709 1.145 -0.709 -0.02 0.01 0.00
H -4.883 1.162 0.595 -0.01 -0.01 -0.02
H -3.999 -0.329 0.262 0.00 0.00 0.01
H 0.691 3.060 -0.195 0.01 -0.01 0.00
H 2.250 3.387 0.563 0.00 0.01 0.02
H 0.748 3.639 1.453 0.01 0.00 0.01
H 2.745 0.058 -0.311 -0.01 0.00 -0.10
H 2.936 -0.658 1.293 0.01 0.01 0.00
H 3.741 0.860 0.902 0.00 -0.01 0.00
H 0.425 1.478 3.712 0.00 0.02 0.00
H 2.093 2.024 3.618 0.00 0.00 -0.01
H 1.747 0.300 3.680 0.00 0.01 0.01
```
Positions in Å, forces in eV/Å.

The value obtained for the energy is -4680.6982 Eh. The calculation puts the energy above the lowest of the compared OMol25 structures with the same formula, charge and spin at 13.17 kcal per mole. The spin multiplicity is 1. As for the total charge: +1. The frontier orbital gap is 6.71 eV. The LUMO energy is -4.81 eV.

ORCA calculation (ωB97M-V/def2-TZVPD) on a 8-piece molecular cluster, C19H33BN3O26 overall.

```
82
Properties=species:S:1:pos:R:3:forces:R:3
O -0.740 2.164 0.807 -0.46 0.24 0.11
C -0.286 1.163 0.347 0.84 -0.63 -0.62
O -0.806 0.371 -0.580 -0.62 0.43 0.02
B 0.082 -0.747 -0.869 0.39 -0.41 0.42
O 1.309 -0.490 -0.064 -0.10 -0.16 -0.38
C 1.123 0.582 0.661 -0.51 0.54 0.62
O 1.846 1.074 1.478 0.44 -0.13 0.05
O 0.363 -0.923 -2.292 0.02 0.55 0.05
C -0.087 -2.089 -2.711 0.13 -0.28 0.21
O -0.136 -2.488 -3.835 0.05 0.00 0.00
C -0.577 -2.849 -1.452 -0.90 -0.09 -0.51
O -0.540 -2.032 -0.425 0.40 0.27 -0.04
O -1.048 -3.952 -1.466 0.24 -0.37 0.19
C 0.063 -4.341 1.885 0.50 0.47 0.05
N -0.150 -5.268 3.025 0.28 -0.18 -0.12
O -0.646 -4.829 4.035 -0.12 0.11 0.15
O 0.192 -6.423 2.863 -0.05 -0.13 -0.06
H 0.048 -3.327 2.271 -0.49 -0.01 -0.06
H -0.693 -4.548 1.134 -0.06 0.15 0.02
H 1.061 -4.500 1.483 -0.08 -0.40 -0.02
C -3.100 3.926 2.099 -0.23 0.07 0.38
N -3.868 4.375 0.903 -0.34 -0.73 -0.01
O -4.220 3.506 0.124 0.03 0.36 0.11
O -4.074 5.563 0.770 0.07 -0.04 0.02
H -3.432 4.500 2.961 0.31 0.48 -0.25
H -2.062 4.072 1.814 0.08 -0.05 0.35
H -3.312 2.891 2.349 0.11 -0.16 -0.61
C 1.264 -6.580 -1.581 -0.88 -0.11 0.46
N 2.692 -6.894 -1.404 0.36 -0.30 -0.27
O 3.141 -6.849 -0.278 -0.07 0.05 -0.01
O 3.332 -7.190 -2.397 -0.09 0.02 0.12
H 1.033 -5.754 -0.915 0.00 0.24 -0.36
H 0.656 -7.408 -1.214 0.38 -0.20 0.06
H 1.018 -6.441 -2.626 0.26 0.36 -0.02
C 5.485 7.191 3.461 0.75 0.51 -0.41
O 4.636 6.194 3.978 -0.28 0.35 0.42
C 4.222 5.242 3.140 -0.06 -0.43 0.08
O 4.748 4.938 2.105 0.08 0.10 -0.36
O 3.160 4.678 3.684 -0.04 -0.08 0.65
C 2.577 3.553 3.030 -0.31 -0.13 -0.89
H 5.282 8.129 3.976 -0.28 -0.15 0.05
H 5.339 7.328 2.389 -0.08 -0.05 0.08
H 6.545 6.977 3.626 -0.13 -0.33 0.01
H 1.914 3.054 3.729 0.10 0.16 0.21
H 3.300 2.836 2.649 0.21 0.16 0.14
H 1.985 3.911 2.186 0.01 -0.09 0.00
C -3.150 -3.855 -4.625 -0.92 0.17 0.72
O -3.646 -5.202 -4.632 -0.07 -0.37 0.73
C -3.414 -5.937 -5.697 0.63 1.07 -1.09
O -2.819 -5.563 -6.681 0.11 -0.30 -0.04
O -3.963 -7.121 -5.545 -0.93 -0.92 1.01
C -3.611 -8.168 -6.432 0.31 0.16 -0.34
H -3.046 -3.579 -3.575 0.38 -0.35 0.01
H -3.991 -3.239 -4.951 0.48 0.21 -0.68
H -2.208 -3.754 -5.146 -0.11 0.13 -0.24
H -2.545 -8.360 -6.310 0.00 -0.08 -0.37
H -3.875 -7.913 -7.458 0.28 0.09 -0.03
H -4.168 -9.060 -6.159 -0.10 0.17 0.32
C -0.978 1.212 3.846 1.18 0.13 -0.21
O -2.126 0.734 3.160 -0.22 0.73 0.10
C -2.565 -0.487 3.457 -0.16 -0.27 0.11
O -2.182 -1.163 4.367 0.13 0.06 0.12
O -3.544 -0.874 2.644 -0.14 -0.50 0.06
C -3.714 -0.321 1.336 0.08 0.24 -0.10
H -1.013 1.373 4.924 -0.82 -0.47 0.05
H -0.732 2.177 3.409 -0.10 -0.11 -0.29
H -0.160 0.523 3.639 0.15 0.08 0.10
H -4.752 -0.503 1.069 -0.03 0.15 0.08
H -3.086 -0.842 0.612 0.15 0.02 0.16
H -3.475 0.741 1.337 -0.15 -0.05 -0.21
C 0.698 4.138 -1.474 -0.85 -0.10 -0.51
O 2.027 4.608 -1.575 0.48 0.03 0.01
C 2.458 5.628 -0.838 -0.25 -0.19 -0.10
O 1.836 6.245 -0.017 -0.06 0.10 0.20
O 3.712 5.847 -1.217 0.30 -0.33 -0.55
C 4.436 6.878 -0.615 0.19 1.30 1.63
H 0.045 4.723 -0.827 0.37 0.10 0.18
H 0.697 3.097 -1.166 0.19 0.08 0.18
H 0.285 4.170 -2.485 0.01 0.02 0.10
H 5.247 7.213 -1.253 -0.15 -0.26 -0.35
H 4.859 6.596 0.354 0.07 -0.60 -0.30
H 3.822 7.740 -0.327 -0.25 -0.11 -0.58
```
Positions in Å, forces in eV/Å.

The value obtained for the energy is -2889.2276 Eh. The calculation puts the energy above the lowest of the compared OMol25 structures with the same formula, charge and spin at 0.00 kcal per mole. The spin multiplicity is 1. As for the total charge: -1. The frontier orbital gap is 10.34 eV. The LUMO energy is 2.13 eV.